(1)
ORCA calculation (ωB97M-V with the def2-TZVPD basis set) on an isolated molecule of C5H10N2O in a non-equilibrium geometry.

SMILES: C=C(N)[C@@]1(O)N[C@H]1C
2S+1: 1
Maximum force in eV Å⁻¹: 2.718
Gap between HOMO and LUMO in eV: 9.03
Energy above the lowest of the compared OMol25 structures with the same formula, charge and spin in kJ/mol: 313.81
Highest occupied orbital energy in Eh: -0.2947

Each line ends with the Löwdin charge.
Cartesian coordinates (Å):
C1 1.47 -0.74 -1.42  0.03
C2 1.21 -0.28 -0.19  -0.36
N1 1.96 0.61 0.53  0.12
C3 -0.10 -0.62 0.48  -0.58
O1 -0.46 -2.02 0.51  0.00
N2 -0.48 0.17 1.57  0.14
C4 -1.38 0.03 0.04  -0.10
C5 -1.68 1.43 -0.33  -0.09
H1 0.74 -1.31 -1.96  0.06
H2 2.46 -0.65 -1.85  0.05
H3 1.54 0.86 1.43  0.08
H4 2.91 0.75 0.25  0.10
H5 0.29 -2.54 0.21  0.09
H6 -1.01 -0.34 2.27  0.09
H7 -2.13 -0.66 -0.34  0.13
H8 -2.55 1.78 0.25  0.08
H9 -1.97 1.48 -1.38  0.08
H10 -0.82 2.05 -0.09  0.08

***

(2)
ORCA calculation (ωB97M-V with the def2-TZVPD basis set) on the ion C5H10N2O with charge +2 in a non-equilibrium geometry.

SMILES: C[C@@H]1C=[NH+]C=[N+](O)C1
2S+1: 1
Maximum force in eV Å⁻¹: 5.838
Net charge: +2
Gap between HOMO and LUMO in eV: 9.34
Energy above the lowest of the compared OMol25 structures with the same formula, charge and spin in kJ/mol: 380.92
Highest occupied orbital energy in Eh: -0.7343

Each line ends with the Löwdin charge.
Cartesian coordinates (Å):
C1 1.84 -1.03 -0.20  0.03
C2 1.00 0.33 -0.20  -0.24
C3 0.72 0.53 1.20  0.08
N1 -0.52 0.44 1.67  0.17
C4 -1.62 0.11 0.85  0.13
N2 -1.48 0.24 -0.43  -0.12
O1 -2.32 -0.02 -1.37  0.13
C5 -0.25 0.36 -1.14  -0.02
H1 1.42 -1.83 0.35  0.08
H2 1.81 -1.34 -1.23  0.09
H3 2.97 -0.91 0.11  0.16
H4 1.75 1.01 -0.59  0.17
H5 1.65 0.76 1.82  0.22
H6 -0.63 0.55 2.76  0.26
H7 -2.49 -0.19 1.41  0.19
H8 -3.37 0.05 -1.24  0.28
H9 -0.47 1.29 -1.86  0.23
H10 -0.02 -0.37 -1.90  0.15

***

(3)
ORCA calculation (ωB97M-V with the def2-TZVPD basis set) on a cluster of 2 separate species, C5H10N2O2 in total in a non-equilibrium geometry.

2S+1: 1
Maximum force in eV Å⁻¹: 6.051
Net charge: -2
Gap between HOMO and LUMO in eV: 5.20
Energy above the lowest of the compared OMol25 structures with the same formula, charge and spin in kJ/mol: 121.26
Highest occupied orbital energy in Eh: -0.0009

Each line ends with the Löwdin charge.
Cartesian coordinates (Å):
C1 -8.40 5.29 -7.80  -0.17
C2 -7.81 4.69 -8.90  -0.39
C3 5.14 -3.35 6.60  -0.43
C4 6.39 -4.62 5.30  -0.41
C5 -6.86 3.74 -8.78  -0.04
N1 6.48 -3.58 6.24  -0.31
N2 -6.20 3.25 -10.42  -0.38
O1 -6.81 3.80 -11.38  -0.10
O2 -5.42 2.35 -10.50  -0.03
H1 -9.28 5.97 -8.06  0.00
H2 -8.17 4.87 -6.80  0.01
H3 -8.14 4.76 -9.94  0.08
H4 4.43 -3.38 5.75  0.02
H5 4.73 -4.08 7.35  0.03
H6 5.00 -2.37 7.07  0.03
H7 7.23 -4.52 4.64  0.01
H8 6.64 -5.67 5.61  0.02
H9 5.29 -4.53 4.91  0.05
H10 -6.43 3.31 -7.95  0.02

***

(4)
ORCA calculation (ωB97M-V with the def2-TZVPD basis set) on a structure of composition C5H10N2O2 in a non-equilibrium geometry.

2S+1: 1
Maximum force in eV Å⁻¹: 6.157
Gap between HOMO and LUMO in eV: 10.16
Energy above the lowest of the compared OMol25 structures with the same formula, charge and spin in kJ/mol: 477.60
Highest occupied orbital energy in Eh: -0.3406

Each line ends with the Löwdin charge.
Cartesian coordinates (Å):
C1 -0.92 0.23 -1.17  -0.17
C2 -0.98 1.06 0.15  -0.23
C3 0.48 -0.42 -1.08  -0.12
C4 -0.47 0.16 1.16  -0.16
C5 0.65 -0.73 0.50  -0.29
N1 1.93 -0.79 0.93  0.14
N2 -0.04 -2.48 0.44  -0.33
O1 0.78 -3.35 0.26  0.01
O2 -1.24 -2.66 0.60  0.01
H1 -1.70 -0.48 -1.21  0.08
H2 -0.80 0.89 -2.19  0.16
H3 -0.17 1.92 0.00  0.16
H4 -1.92 1.46 0.22  0.08
H5 0.65 -1.38 -1.58  0.10
H6 1.23 0.34 -1.36  0.12
H7 -0.33 0.72 2.13  0.13
H8 -1.36 -0.52 1.36  0.13
H9 2.58 -1.26 0.36  0.09
H10 2.12 -1.12 1.83  0.09

***

(5)
ORCA calculation (ωB97M-V with the def2-TZVPD basis set) on the ion C5H10N2O2P with charge +1 in a non-equilibrium geometry.

2S+1: 1
Maximum force in eV Å⁻¹: 4.950
Net charge: +1
Gap between HOMO and LUMO in eV: 9.17
Energy above the lowest of the compared OMol25 structures with the same formula, charge and spin in kJ/mol: 240.82
Highest occupied orbital energy in Eh: -0.4926

Each line ends with the Löwdin charge.
Cartesian coordinates (Å):
C1 0.94 1.45 -0.52  -0.41
C2 0.19 -0.79 0.13  -0.35
C3 -0.04 1.73 0.56  0.08
C4 -1.07 -0.08 0.20  -0.55
C5 2.41 -0.70 -0.60  -0.03
N1 1.20 -0.07 -0.27  0.00
N2 -1.97 -0.45 1.14  0.07
O1 1.64 1.97 -1.29  0.20
O2 0.27 -2.07 0.46  0.19
P1 -1.80 0.31 -1.50  0.99
H1 0.25 1.57 1.60  0.11
H2 -0.59 2.70 0.46  0.11
H3 3.28 -0.67 0.09  0.11
H4 2.37 -1.84 -0.71  0.13
H5 2.92 -0.20 -1.53  0.15
H6 -1.70 -0.87 2.04  0.13
H7 -0.49 -2.27 1.04  0.14
H8 -2.75 0.16 1.28  0.11
H9 -2.82 1.05 -0.91  -0.07
H10 -2.23 -0.92 -1.66  -0.12

***

(6)
ORCA calculation (ωB97M-V with the def2-TZVPD basis set) on an isolated molecule of C5H10N2O3S in a non-equilibrium geometry.

SMILES: COC(OC)(OC)SNC#N
2S+1: 1
Maximum force in eV Å⁻¹: 4.247
Gap between HOMO and LUMO in eV: 9.61
Energy above the lowest of the compared OMol25 structures with the same formula, charge and spin in kJ/mol: 454.54
Highest occupied orbital energy in Eh: -0.3304

Each line ends with the Löwdin charge.
Cartesian coordinates (Å):
C1 -0.12 -2.28 0.04  -0.09
O1 -0.26 -1.01 0.63  -0.13
C2 -0.17 0.02 -0.27  -0.86
O2 -0.40 1.16 0.37  -0.07
C3 -1.50 1.21 1.29  -0.04
O3 0.85 0.06 -1.13  -0.14
C4 2.12 0.45 -0.49  0.00
S1 -1.74 -0.30 -1.55  0.97
N1 -1.65 1.14 -2.43  -0.35
C5 -0.73 1.47 -3.36  -0.38
N2 -0.07 1.81 -4.24  0.13
H1 0.43 -2.21 -0.92  0.10
H2 -1.16 -2.67 -0.13  0.10
H3 0.38 -2.84 0.88  0.12
H4 -1.27 0.78 2.38  0.15
H5 -2.31 0.78 0.85  0.03
H6 -1.68 2.23 1.35  0.07
H7 2.38 1.52 -0.39  0.10
H8 2.86 -0.08 -1.25  0.13
H9 2.07 -0.17 0.47  0.11
H10 -2.06 1.93 -2.08  0.05

***

Which of these has the highest maximum force? number 4